[1]
Formula: C26H62B3BrFN8O13P
Source: the OMol25 dataset
Level of theory: the ωB97M-V functional and the def2-TZVPD basis

```
! wB97M-V def2-TZVPD RIJCOSX def2/J DEFGRID3
* xyz 0 1
C 0.93 -2.61 0.85
C 1.21 -4.07 1.21
F 1.64 -4.77 0.08
B 2.27 -4.07 2.36
O 1.82 -4.08 3.68
B 2.54 -3.19 4.44
Br 1.70 -1.74 5.35
O 3.91 -3.27 4.38
B 4.31 -3.16 3.06
P 5.57 -1.74 2.64
O 7.10 -2.33 2.73
O 5.32 -1.39 1.06
O 3.63 -3.94 2.13
H 1.68 -2.27 0.14
H 1.00 -1.98 1.74
H -0.06 -2.50 0.41
H 0.29 -4.55 1.57
H 7.14 -3.28 2.83
H 4.37 -1.22 0.90
C 7.93 -0.05 5.16
C 8.44 1.23 5.77
O 7.86 2.30 5.64
N 9.59 1.16 6.49
C 10.41 0.00 6.76
H 7.01 0.16 4.62
H 8.66 -0.46 4.46
H 7.72 -0.79 5.93
H 9.88 2.05 6.88
H 10.49 -0.18 7.83
H 11.42 0.15 6.37
H 9.99 -0.87 6.29
C -4.29 -2.00 -2.15
C -3.08 -2.26 -1.29
O -2.13 -1.50 -1.23
N -3.10 -3.41 -0.56
C -4.15 -4.41 -0.52
H -4.14 -1.06 -2.68
H -4.42 -2.79 -2.89
H -5.19 -1.93 -1.55
H -2.28 -3.55 0.01
H -4.54 -4.53 0.49
H -3.76 -5.38 -0.85
H -4.96 -4.12 -1.18
C 1.36 2.04 0.74
C 2.64 1.54 1.37
O 2.83 0.34 1.58
N 3.57 2.46 1.70
C 3.49 3.90 1.53
H 0.73 1.18 0.54
H 0.84 2.73 1.40
H 1.57 2.56 -0.20
H 4.40 2.07 2.12
H 4.31 4.25 0.91
H 3.58 4.39 2.50
H 2.55 4.18 1.09
C 7.52 7.86 1.21
C 6.61 6.77 0.71
O 6.00 6.03 1.47
N 6.49 6.62 -0.64
C 7.12 7.39 -1.69
H 7.51 7.84 2.29
H 8.54 7.71 0.86
H 7.18 8.84 0.87
H 5.87 5.87 -0.91
H 6.38 7.88 -2.32
H 7.74 6.75 -2.32
H 7.76 8.16 -1.26
C -8.86 -3.69 -4.32
C -7.69 -4.05 -3.43
O -6.72 -3.32 -3.33
N -7.75 -5.22 -2.75
C -8.80 -6.22 -2.78
H -8.65 -2.74 -4.79
H -9.00 -4.45 -5.09
H -9.78 -3.61 -3.74
H -6.94 -5.40 -2.19
H -9.21 -6.37 -1.78
H -8.41 -7.16 -3.15
H -9.61 -5.90 -3.43
C 2.00 7.07 3.36
C 0.81 6.21 3.03
O 0.74 5.57 1.99
N -0.21 6.16 3.93
C -0.30 6.84 5.21
H 2.72 7.00 2.55
H 1.71 8.12 3.48
H 2.48 6.73 4.28
H -0.97 5.57 3.65
H -0.40 6.12 6.02
H -1.17 7.50 5.23
H 0.59 7.44 5.38
C -8.01 0.98 -2.56
C -7.47 0.97 -3.97
O -8.10 0.49 -4.90
N -6.24 1.51 -4.16
C -5.35 2.12 -3.18
H -8.99 0.51 -2.57
H -7.36 0.42 -1.88
H -8.11 2.00 -2.18
H -5.92 1.47 -5.12
H -5.14 3.16 -3.46
H -4.41 1.57 -3.15
H -5.81 2.11 -2.20
C -4.87 -5.42 -5.31
C -5.73 -6.45 -6.00
O -6.46 -7.21 -5.37
N -5.69 -6.51 -7.35
C -4.90 -5.70 -8.26
H -5.03 -5.51 -4.24
H -3.81 -5.59 -5.52
H -5.15 -4.42 -5.63
H -6.29 -7.22 -7.75
H -5.54 -5.15 -8.94
H -4.22 -6.32 -8.85
H -4.30 -4.99 -7.70
*
```

Properties
energy above the lowest of the compared OMol25 structures with the same formula, charge and spin	0.00	kcal/mol
orbital gap	8.04	eV
E_LUMO	0.39	eV

[2]
Formula: C17H28NO2S
Source: the OMol25 dataset
Level of theory: the ωB97M-V functional and the def2-TZVPD basis

```
! wB97M-V def2-TZVPD RIJCOSX def2/J DEFGRID3
* xyz 1 1
C -4.67 -3.34 -1.18
C -3.77 -2.21 -0.80
C -2.50 -2.08 -1.36
C -1.67 -1.04 -1.01
C -2.11 -0.11 -0.09
C -3.36 -0.21 0.50
C -4.18 -1.26 0.14
H -5.16 -1.35 0.58
H -3.68 0.52 1.22
S -1.06 1.28 0.38
C -1.48 2.48 -0.94
H -0.99 3.40 -0.64
H -2.56 2.63 -0.94
C -1.01 1.98 -2.31
H -0.98 2.82 -3.02
O 0.23 1.31 -2.25
C 1.38 2.12 -2.06
C 2.43 1.18 -1.48
N 1.97 0.66 -0.16
C 2.51 1.44 0.97
H 2.22 2.48 0.86
H 3.60 1.35 0.96
C 1.98 0.89 2.31
C 2.62 1.62 3.48
H 2.38 2.68 3.45
H 3.70 1.49 3.46
H 2.24 1.20 4.41
O 2.29 -0.48 2.42
C 1.72 -1.25 1.39
C 2.06 -2.71 1.64
H 1.68 -3.01 2.61
H 1.61 -3.34 0.88
H 3.14 -2.85 1.63
C 2.27 -0.78 0.03
H 1.81 -1.35 -0.78
H 3.35 -0.92 0.01
H 0.62 -1.11 1.39
H 0.88 1.02 2.34
H 0.90 0.76 -0.14
H 2.55 0.34 -2.16
H 3.39 1.68 -1.36
H 1.73 2.53 -3.02
H 1.18 2.95 -1.38
H -1.70 1.23 -2.69
H -0.69 -0.94 -1.46
H -2.16 -2.81 -2.08
H -4.21 -3.98 -1.92
H -4.92 -3.93 -0.30
H -5.61 -2.95 -1.58
*
```

Properties
orbital gap	9.78	eV
E_LUMO	-2.13	eV

[3]
Formula: C29H33Cl3N2O2TeTi
Source: the OMol25 dataset
Level of theory: the ωB97M-V functional and the def2-TZVPD basis

```
! wB97M-V def2-TZVPD RIJCOSX def2/J DEFGRID3
* xyz -1 2
Ti 3.20 0.87 0.12
C 3.43 -0.68 1.92
C 2.37 -1.12 1.09
C 2.91 -1.47 -0.16
C 4.30 -1.22 -0.13
C 4.62 -0.74 1.16
H 3.34 -0.33 2.93
H 1.33 -1.17 1.36
H 2.33 -1.80 -1.01
H 4.98 -1.33 -0.95
H 5.60 -0.43 1.50
Cl 6.84 1.58 3.88
C 6.05 2.91 3.10
Cl 7.91 4.10 2.01
Cl 5.35 4.09 4.13
C 5.29 2.55 1.98
N 4.66 2.24 1.06
C 2.14 2.54 -3.02
C 2.59 1.58 -1.96
O 3.87 1.63 -1.62
N 1.82 0.81 -1.27
Te -1.01 1.05 -0.82
C -3.06 0.83 -0.24
C -4.01 0.16 -1.02
C -3.69 -0.41 -2.38
C -5.31 0.00 -0.54
C -5.71 0.51 0.69
C -7.12 0.34 1.19
C -4.77 1.21 1.44
C -3.46 1.38 1.00
C -2.50 2.13 1.88
C -0.69 -1.03 -1.07
C -0.93 -1.90 0.00
C -1.42 -1.43 1.34
C -0.68 -3.27 -0.16
C -0.21 -3.79 -1.35
C 0.09 -5.26 -1.49
C 0.00 -2.92 -2.40
C -0.23 -1.55 -2.29
C 0.06 -0.70 -3.50
H 2.95 2.75 -3.72
H 1.86 3.47 -2.52
H 1.27 2.15 -3.54
H -2.98 0.22 -2.91
H -4.60 -0.49 -2.98
H -3.25 -1.40 -2.30
H -6.03 -0.52 -1.15
H -7.72 -0.23 0.48
H -7.60 1.30 1.34
H -7.13 -0.19 2.15
H -5.06 1.64 2.39
H -3.02 2.56 2.73
H -2.00 2.94 1.35
H -1.71 1.47 2.25
H -0.88 -0.54 1.67
H -1.30 -2.22 2.09
H -2.48 -1.15 1.30
H -0.85 -3.93 0.68
H -0.38 -5.84 -0.70
H 1.17 -5.44 -1.44
H -0.26 -5.64 -2.45
H 0.36 -3.30 -3.35
H -0.20 -1.25 -4.41
H 1.12 -0.46 -3.54
H -0.48 0.24 -3.48
C 1.38 2.15 2.69
C 1.92 2.18 1.28
O 1.76 3.14 0.56
H 2.23 2.18 3.38
H 0.85 1.21 2.86
H 0.73 3.00 2.88
*
```

Properties
energy above the lowest of the compared OMol25 structures with the same formula, charge and spin	24.49	kcal/mol
expectation value of S²	0.756
orbital gap (spin up / spin down)	6.73 / 7.17	eV
E_LUMO (spin up / spin down)	2.18 / 1.84	eV

[4]
Formula: C30H34GeP2S2ScSe
Source: the OMol25 dataset
Level of theory: the ωB97M-V functional and the def2-TZVPD basis

```
! wB97M-V def2-TZVPD RIJCOSX def2/J DEFGRID3
* xyz 1 1
Sc 0.43 -0.24 -2.31
S 2.55 -1.41 -2.21
P 2.08 -0.89 -0.23
C 0.48 -0.30 -0.21
P -0.97 -1.20 -0.16
S -1.68 -1.41 -2.10
C -2.21 -0.31 0.80
C -1.84 0.75 1.61
C -2.80 1.43 2.35
C -4.13 1.04 2.27
C -4.50 -0.02 1.47
C -3.55 -0.71 0.73
C -0.87 -2.87 0.53
C -0.59 -3.97 -0.27
C -0.46 -5.22 0.30
C -0.61 -5.39 1.67
C -0.90 -4.29 2.47
C -1.03 -3.03 1.90
C 2.44 -2.26 0.88
C 2.88 -3.50 0.42
C 3.16 -4.51 1.33
C 3.02 -4.28 2.69
C 2.58 -3.05 3.15
C 2.28 -2.04 2.24
C 3.22 0.43 0.18
C 4.31 0.26 1.04
C 5.16 1.32 1.29
C 4.93 2.56 0.70
C 3.86 2.73 -0.17
C 3.02 1.66 -0.42
H -0.79 1.04 1.64
H -2.50 2.25 2.98
H -4.87 1.57 2.85
H -5.54 -0.32 1.41
H -3.85 -1.54 0.10
H -0.48 -3.84 -1.34
H -0.24 -6.08 -0.33
H -0.51 -6.37 2.11
H -1.02 -4.42 3.54
H -1.26 -2.18 2.53
H 3.00 -3.67 -0.64
H 3.50 -5.47 0.97
H 3.25 -5.07 3.40
H 2.46 -2.87 4.21
H 1.93 -1.08 2.60
H 4.50 -0.70 1.50
H 6.00 1.19 1.96
H 5.60 3.39 0.90
H 3.69 3.69 -0.64
H 2.19 1.78 -1.11
C -3.09 2.39 -1.61
Ge -1.65 3.71 -1.74
C -0.32 3.47 -0.33
C -2.38 5.52 -1.69
C -0.72 3.58 -3.49
Se -0.07 1.88 -4.21
C -1.76 1.17 -4.86
H -3.58 2.48 -0.64
H -2.73 1.37 -1.70
H -3.84 2.57 -2.39
H -0.75 3.77 0.63
H 0.55 4.09 -0.52
H -0.01 2.43 -0.24
H -2.89 5.70 -0.75
H -3.09 5.68 -2.50
H -1.58 6.26 -1.79
H 0.16 4.22 -3.47
H -1.36 3.97 -4.28
H -2.48 1.09 -4.05
H -1.57 0.19 -5.28
H -2.12 1.84 -5.64
*
```

Properties
energy above the lowest of the compared OMol25 structures with the same formula, charge and spin	1.48	kcal/mol
orbital gap	8.60	eV
E_LUMO	-2.61	eV

[5]
Formula: C6H16N2P
Source: the OMol25 dataset
Level of theory: the ωB97M-V functional and the def2-TZVPD basis

```
! wB97M-V def2-TZVPD RIJCOSX def2/J DEFGRID3
* xyz 1 1
C -1.57 -1.26 -0.72
C -2.50 -0.31 0.05
C 0.64 -2.06 -0.60
C -2.26 2.13 0.03
C 3.54 0.87 -0.59
C 0.42 0.73 1.76
N -0.29 -1.12 0.00
N -1.81 0.91 0.09
P -0.01 0.57 0.03
H -1.94 -2.24 -0.60
H -1.37 -0.97 -1.79
H -3.47 -0.26 -0.51
H -2.55 -0.76 1.03
H 1.66 -1.94 -0.34
H 0.36 -2.96 -0.20
H 0.56 -2.10 -1.65
H 2.85 -0.02 -0.22
H -3.32 2.36 -0.06
H -1.61 3.01 -0.09
H 3.14 1.81 -0.11
H 3.56 0.96 -1.61
H 4.52 0.58 -0.17
H 0.70 1.67 2.02
H 1.13 0.02 1.88
H -0.40 0.40 2.38
*
```

Properties
energy above the lowest of the compared OMol25 structures with the same formula, charge and spin	0.63	kcal/mol
orbital gap	7.81	eV
E_LUMO	-4.80	eV

[6]
Formula: C44H72O28
Source: the OMol25 dataset
Level of theory: the ωB97M-V functional and the def2-TZVPD basis

```
! wB97M-V def2-TZVPD RIJCOSX def2/J DEFGRID3
* xyz 0 1
C -0.34 -0.24 -6.31
O 0.70 -1.06 -5.79
C 1.49 -0.67 -4.78
O 2.45 -1.31 -4.46
O 1.12 0.49 -4.24
C 1.88 1.05 -3.20
H -0.42 0.79 -5.97
H -1.35 -0.63 -6.19
H -0.12 -0.19 -7.38
H 1.66 2.09 -3.01
H 2.96 0.94 -3.38
H 1.83 0.41 -2.31
C 1.92 5.57 1.92
O 3.11 6.31 1.60
C 3.78 5.86 0.54
O 3.38 5.01 -0.21
O 4.94 6.48 0.49
C 5.96 6.09 -0.38
H 2.13 4.50 1.98
H 1.17 5.70 1.14
H 1.50 5.98 2.83
H 6.94 6.38 -0.01
H 5.83 6.60 -1.34
H 5.95 5.02 -0.60
C 0.20 2.66 0.16
O 0.01 1.33 -0.29
C -0.18 0.37 0.60
O -0.18 0.54 1.80
O -0.46 -0.75 -0.04
C -0.73 -1.95 0.70
H 0.36 3.22 -0.76
H 1.15 2.76 0.68
H -0.65 3.06 0.70
H 0.16 -2.41 1.13
H -1.16 -2.70 0.05
H -1.44 -1.70 1.49
C 2.75 -1.86 -0.94
O 3.26 -0.55 -1.15
C 3.79 0.12 -0.15
O 3.90 -0.31 0.97
O 4.11 1.32 -0.56
C 4.48 2.29 0.41
H 1.77 -1.68 -0.51
H 3.42 -2.49 -0.36
H 2.57 -2.37 -1.88
H 3.67 2.59 1.08
H 4.69 3.21 -0.12
H 5.28 1.89 1.04
O -5.36 -7.13 -0.13
C -4.54 -6.50 0.47
O -3.34 -6.19 -0.03
C -2.56 -5.36 0.86
C -3.65 -4.81 1.81
C -4.67 -5.93 1.88
H -2.05 -4.57 0.33
H -1.80 -6.01 1.30
H -4.02 -3.83 1.51
H -3.13 -4.68 2.76
H -5.66 -5.55 2.09
H -4.34 -6.62 2.66
O 0.77 4.22 3.88
C 1.20 3.09 3.84
O 2.19 2.74 3.01
C 2.57 1.37 3.24
C 2.14 1.14 4.67
C 0.82 1.93 4.74
H 3.64 1.22 3.10
H 2.06 0.73 2.52
H 2.88 1.48 5.39
H 1.93 0.09 4.90
H 0.59 2.37 5.71
H 0.02 1.38 4.24
O -2.80 -2.43 -4.26
C -1.96 -2.92 -3.56
O -1.91 -4.25 -3.33
C -0.76 -4.60 -2.57
C 0.08 -3.32 -2.49
C -0.94 -2.20 -2.69
H -0.25 -5.51 -2.85
H -1.12 -4.69 -1.54
H 0.74 -3.27 -3.36
H 0.64 -3.19 -1.58
H -0.59 -1.33 -3.24
H -1.44 -1.87 -1.79
O -3.09 1.02 -5.75
C -2.81 1.59 -4.74
O -3.04 2.92 -4.55
C -2.58 3.39 -3.27
C -2.02 2.19 -2.53
C -2.28 1.01 -3.46
H -3.47 3.80 -2.80
H -1.77 4.09 -3.41
H -2.51 1.95 -1.59
H -0.95 2.30 -2.36
H -2.99 0.33 -2.99
H -1.40 0.41 -3.67
O 0.57 -1.90 3.97
C -0.45 -1.66 4.53
O -0.57 -0.84 5.59
C -1.89 -0.82 6.16
C -2.58 -2.08 5.58
C -1.84 -2.23 4.27
H -2.31 0.13 5.84
H -1.85 -0.93 7.24
H -3.65 -2.00 5.39
H -2.58 -2.96 6.23
H -2.34 -1.67 3.48
H -1.78 -3.26 3.92
O -4.92 -1.37 2.56
C -4.69 -0.26 2.19
O -5.66 0.71 2.23
C -5.23 1.88 1.54
C -4.06 1.47 0.69
C -3.49 0.28 1.46
H -4.92 2.68 2.22
H -6.04 2.34 0.99
H -3.25 2.18 0.52
H -4.33 1.10 -0.30
H -2.77 0.52 2.25
H -3.09 -0.49 0.80
O -0.74 5.31 -1.47
C 0.26 5.70 -2.00
O 0.81 5.11 -3.08
C 2.11 5.68 -3.32
C 2.05 7.10 -2.80
C 1.08 6.92 -1.64
H 2.35 5.61 -4.38
H 2.86 5.08 -2.81
H 1.64 7.72 -3.59
H 3.04 7.46 -2.51
H 0.37 7.74 -1.51
H 1.55 6.79 -0.67
O 0.37 -4.89 1.05
C 0.99 -5.83 0.63
O 0.69 -6.42 -0.55
C 1.51 -7.57 -0.76
C 2.15 -7.87 0.58
C 2.07 -6.59 1.41
H 2.29 -7.36 -1.50
H 0.97 -8.45 -1.09
H 3.20 -8.14 0.39
H 1.70 -8.72 1.09
H 3.04 -6.12 1.45
H 1.64 -6.77 2.39
*
```

Properties
orbital gap	10.14	eV
E_LUMO	0.27	eV